Entry 1:
125
Properties=species:S:1:pos:R:3:forces:R:3 method="wB97M-V/def2-TZVPD" total_charge=+2 homo_energy_ev=-11.73 spin_multiplicity=1 largest_force_ha_per_bohr=0.026 lumo_energy_ha=-0.161
Zr 0.202 -0.521 0.538 -0.7 1.1 0.4
N 0.204 -3.344 1.464 -0.1 -0.3 -0.1
C -0.829 -3.981 0.641 0.2 0.0 0.2
C -0.694 -5.512 0.489 -0.1 0.0 -0.2
C -2.024 -6.290 0.469 0.1 0.0 -0.1
C -2.759 -6.445 -0.868 0.2 0.0 -0.1
N -2.219 -7.530 -1.716 0.0 0.1 0.3
C -1.454 -7.449 -2.799 -0.1 -0.1 0.1
N -1.025 -6.286 -3.258 0.1 0.2 -0.1
N -1.120 -8.577 -3.442 0.0 0.1 0.0
C -0.886 -3.221 -0.671 0.2 0.3 0.2
O -1.085 -3.750 -1.738 -0.2 -0.3 -0.5
O -0.721 -1.911 -0.565 -0.5 -0.6 -0.2
H 1.108 -3.771 1.280 0.1 0.0 0.0
H 0.003 -3.494 2.445 0.0 0.1 0.1
H -1.787 -3.750 1.116 -0.1 0.0 0.1
H -0.126 -5.845 1.358 0.0 -0.1 0.0
H -0.087 -5.760 -0.389 0.0 0.1 0.0
H -2.708 -5.810 1.174 -0.1 -0.1 0.0
H -1.856 -7.298 0.854 0.0 0.0 0.1
H -2.774 -5.516 -1.434 0.0 0.0 -0.1
H -3.794 -6.719 -0.679 -0.1 0.0 0.0
H -2.445 -8.463 -1.411 0.0 0.0 0.0
H -1.166 -5.419 -2.751 0.0 0.2 0.1
H -0.510 -6.245 -4.120 0.0 0.0 0.0
H -1.499 -9.467 -3.170 0.0 0.0 0.0
H -0.567 -8.550 -4.280 0.0 0.0 0.0
C 0.701 1.399 -3.403 -0.2 0.2 0.3
N 1.330 2.599 -2.889 0.2 -0.1 -0.1
C 1.816 2.737 -1.543 -0.2 -0.1 0.0
P 0.654 2.352 -0.134 0.2 0.2 -0.1
C 1.491 3.416 1.116 0.0 0.0 0.0
C 1.179 4.774 1.225 0.0 0.0 0.0
C 1.888 5.589 2.097 -0.1 0.0 0.0
C 2.916 5.068 2.873 0.0 0.0 0.0
C 3.231 3.722 2.776 0.0 -0.1 0.0
C 2.524 2.902 1.902 0.0 0.2 0.1
C -0.871 3.297 -0.455 0.0 0.0 0.0
C -1.149 3.982 -1.636 -0.1 0.0 -0.1
C -2.346 4.684 -1.766 0.1 0.0 0.0
C -3.269 4.706 -0.733 0.0 0.0 0.0
C -2.993 4.037 0.456 0.0 0.0 0.0
C -1.800 3.342 0.593 0.0 0.0 0.0
C 1.790 3.520 -3.863 0.0 0.0 0.0
C 2.974 4.239 -3.694 0.0 0.0 0.0
C 3.384 5.149 -4.662 0.0 0.0 0.0
C 2.638 5.343 -5.814 0.0 0.0 0.0
C 1.469 4.616 -5.993 0.0 0.0 0.0
C 1.041 3.716 -5.027 0.0 0.0 -0.1
P 0.690 -0.156 -2.401 0.4 -0.2 -0.4
C 2.318 -0.865 -2.819 0.0 0.0 0.1
C 2.547 -2.236 -2.686 0.0 0.0 0.0
C 3.791 -2.770 -2.979 0.0 0.0 0.0
C 4.825 -1.940 -3.405 0.0 0.0 0.0
C 4.607 -0.578 -3.537 0.0 0.0 0.0
C 3.360 -0.042 -3.238 0.0 0.1 -0.1
C -0.465 -1.053 -3.520 -0.1 0.1 0.0
C -1.838 -0.845 -3.376 0.0 -0.1 -0.1
C -2.747 -1.434 -4.244 0.1 0.0 0.0
C -2.292 -2.238 -5.280 0.0 0.0 0.0
C -0.928 -2.422 -5.454 0.0 0.0 0.0
C -0.018 -1.831 -4.584 0.0 0.0 0.0
H 1.169 1.109 -4.344 0.0 0.0 -0.2
H -0.360 1.560 -3.623 -0.1 0.1 0.0
H 2.057 3.785 -1.389 0.0 0.1 0.0
H 2.730 2.170 -1.318 0.1 0.0 0.0
H 0.380 5.206 0.633 0.1 0.0 0.0
H 1.631 6.640 2.171 0.0 -0.1 0.0
H 3.467 5.710 3.549 0.0 0.0 0.0
H 4.031 3.302 3.375 0.0 0.0 0.0
H 2.793 1.861 1.841 0.0 0.0 0.0
H -0.443 3.978 -2.456 0.0 0.0 0.1
H -2.549 5.220 -2.686 0.0 0.0 0.1
H -4.197 5.253 -0.845 0.0 0.0 0.0
H -3.698 4.068 1.277 0.0 0.0 0.0
H -1.565 2.855 1.532 0.0 0.0 0.1
H 3.595 4.086 -2.819 0.0 0.0 -0.1
H 4.306 5.699 -4.513 0.0 0.0 0.0
H 2.965 6.048 -6.568 0.0 0.0 0.0
H 0.874 4.755 -6.888 0.0 0.0 0.0
H 0.117 3.169 -5.180 0.1 0.0 0.0
H 1.738 -2.890 -2.379 0.0 0.0 0.0
H 3.960 -3.836 -2.882 0.0 0.1 0.0
H 5.798 -2.359 -3.635 -0.1 0.0 0.0
H 5.405 0.071 -3.878 -0.1 0.0 0.0
H 3.199 1.026 -3.364 0.1 -0.1 0.0
H -2.202 -0.189 -2.601 0.0 0.0 0.0
H -3.809 -1.252 -4.122 0.1 0.0 0.0
H -2.997 -2.694 -5.966 0.0 0.0 0.0
H -0.563 -3.013 -6.286 0.0 0.0 0.0
H 1.040 -1.971 -4.757 0.0 0.0 0.0
O -1.713 0.478 -0.432 0.2 -0.1 -0.5
H -2.366 -0.227 -0.532 -0.1 0.0 0.2
H -2.182 1.294 -0.204 0.1 0.1 0.2
O 0.204 1.106 2.438 -0.1 -0.2 -0.3
H 0.808 1.794 2.751 0.1 0.0 -0.1
H -0.381 0.847 3.174 0.0 0.0 0.2
C -1.882 1.166 8.011 0.0 0.0 -0.1
C -1.814 0.658 6.593 0.1 0.0 0.1
C -0.891 -0.308 6.213 0.1 0.0 0.0
C -0.831 -0.814 4.915 0.0 0.0 0.2
C 0.169 -1.895 4.607 -0.1 0.0 0.1
C -1.732 -0.316 3.967 -0.2 0.2 -0.2
Se -1.825 -1.030 2.176 -0.5 -0.6 0.2
C -2.679 0.665 4.318 0.0 0.1 0.1
C -3.700 1.199 3.345 0.0 0.0 0.1
C -2.696 1.131 5.627 -0.1 0.1 0.0
H -1.052 0.791 8.609 0.0 0.0 0.0
H -2.812 0.844 8.486 0.0 0.0 0.0
H -1.863 2.257 8.043 0.0 -0.1 0.0
H -0.187 -0.686 6.949 -0.1 0.0 0.0
H 0.924 -1.951 5.390 0.0 0.0 0.0
H 0.674 -1.726 3.660 -0.1 -0.1 0.2
H -0.333 -2.869 4.566 0.0 0.1 0.0
H -3.246 1.466 2.393 0.0 0.0 -0.1
H -4.197 2.076 3.759 0.0 0.0 0.0
H -4.462 0.446 3.127 0.0 0.0 0.0
H -3.426 1.888 5.902 0.1 -0.1 0.0
F 1.898 -1.948 0.089 0.3 0.2 -0.1
C 2.742 -1.765 1.306 -0.1 -0.4 0.0
F 1.689 -0.965 2.058 0.6 -0.1 -0.2
C 3.571 -0.599 0.813 -0.3 0.2 -0.2
F 4.454 -0.957 -0.084 0.1 0.0 -0.1
F 4.149 0.050 1.806 0.1 0.0 0.0
F 2.703 0.341 0.169 0.5 -0.2 0.2

---

Entry 2:
93
Properties=species:S:1:pos:R:3:forces:R:3 method="wB97M-V/def2-TZVPD" total_charge=+1 homo_energy_ev=-11.56 spin_multiplicity=1 largest_force_ha_per_bohr=0.013 lumo_energy_ha=-0.067
C -1.543 4.214 -3.840 -0.2 -0.1 0.1
C -2.553 3.340 -3.106 0.3 0.0 0.1
C -1.866 2.403 -2.116 -0.4 -0.1 -0.1
H -1.154 1.781 -2.664 0.1 0.0 0.0
C -2.843 1.485 -1.377 0.1 0.3 0.1
H -3.534 1.066 -2.110 0.0 -0.1 0.0
H -2.292 0.647 -0.940 -0.1 -0.1 0.0
C -3.648 2.179 -0.271 0.1 -0.3 0.2
C -4.930 1.397 0.054 0.0 0.3 -0.1
C -6.037 1.645 -0.963 0.1 -0.1 0.2
H -6.922 1.068 -0.705 -0.1 0.0 -0.1
H -6.309 2.698 -0.978 -0.1 0.1 0.0
H -5.725 1.359 -1.964 0.0 0.0 -0.1
H -5.296 1.698 1.040 0.0 -0.1 0.1
H -4.709 0.327 0.089 0.0 -0.1 0.1
H -3.939 3.176 -0.611 0.0 0.1 0.0
C -2.801 2.384 0.999 -0.1 0.4 -0.3
N -2.365 1.146 1.612 -0.1 -0.2 0.1
C -1.167 0.531 1.383 -0.3 0.1 0.4
N -0.115 1.048 0.862 0.0 0.4 -0.2
H -0.221 1.990 0.509 -0.2 0.1 0.0
N -1.082 -0.801 1.725 -0.1 -0.3 -0.3
C -1.323 -1.308 2.892 0.0 0.2 0.2
N -1.129 -2.647 3.033 -0.1 -0.1 0.3
H -1.014 -3.164 2.178 0.0 0.0 0.0
N -1.721 -0.591 3.970 0.0 0.1 -0.2
C -1.550 -0.956 5.363 0.1 0.1 0.5
H -2.466 -0.687 5.898 0.1 -0.2 0.0
C -0.354 -0.254 6.019 0.0 -0.3 -0.2
C 0.969 -0.500 5.280 -0.1 0.3 0.0
H 0.913 -1.447 4.740 0.1 -0.1 0.0
C 1.309 0.623 4.300 0.3 -0.4 0.0
C 2.478 0.263 3.387 -0.2 0.4 0.0
H 2.244 -0.665 2.861 0.0 -0.1 0.0
C 2.713 1.373 2.355 -0.2 -0.3 0.3
N 3.601 0.978 1.283 0.3 0.3 0.0
C 3.349 0.046 0.330 0.4 0.0 0.0
N 4.230 -0.411 -0.482 0.4 -0.1 -0.3
H 5.167 -0.053 -0.356 -0.1 0.1 0.2
N 2.041 -0.416 0.256 0.0 0.4 0.4
H -1.595 -3.130 3.781 0.0 0.0 0.0
H 1.246 0.176 0.642 0.1 -0.1 -0.1
C 1.632 -1.425 -0.546 0.2 -0.5 -0.3
N 0.366 -1.818 -0.405 0.1 -0.1 -0.3
H 0.014 -2.565 -0.977 0.0 0.0 -0.1
N 2.473 -1.989 -1.387 0.1 0.2 0.2
H 3.416 -1.541 -1.333 -0.1 -0.1 0.0
C 2.154 -3.017 -2.349 -0.5 0.0 -0.2
H 3.099 -3.404 -2.731 0.0 -0.1 0.1
H 1.638 -3.842 -1.842 0.1 0.0 0.0
C 1.294 -2.520 -3.529 0.3 -0.3 -0.1
C 2.099 -1.652 -4.504 -0.1 0.2 0.2
H 2.946 -2.236 -4.870 0.0 -0.1 -0.1
H 1.461 -1.430 -5.360 0.0 0.0 -0.1
C 2.625 -0.322 -3.959 -0.3 -0.1 -0.1
C 1.535 0.624 -3.459 0.4 0.0 0.0
C 2.130 1.941 -2.976 -0.2 -0.2 0.0
H 2.832 1.761 -2.164 0.1 0.0 0.1
H 2.661 2.440 -3.783 0.1 0.1 -0.1
H 1.350 2.608 -2.616 -0.1 0.2 0.1
H 0.827 0.818 -4.269 -0.1 -0.1 0.0
H 0.984 0.168 -2.634 -0.1 0.0 0.0
H 3.157 0.175 -4.774 0.1 0.0 0.0
H 3.349 -0.490 -3.163 0.1 0.1 0.0
H 0.463 -1.926 -3.135 -0.1 0.0 0.0
C 0.702 -3.738 -4.258 -0.2 0.3 0.1
C -0.430 -3.383 -5.216 0.2 -0.1 0.1
H -0.865 -4.291 -5.625 -0.1 0.0 -0.1
H -0.075 -2.781 -6.046 0.0 0.1 -0.1
H -1.213 -2.831 -4.700 -0.1 0.1 0.0
H 0.312 -4.442 -3.517 0.1 -0.1 0.0
H 1.495 -4.249 -4.805 0.1 -0.1 0.0
H 4.576 1.206 1.404 -0.1 -0.1 -0.1
H 1.753 1.671 1.927 0.2 0.1 0.2
H 3.152 2.247 2.839 -0.1 0.0 -0.1
H 3.381 0.098 3.977 0.1 -0.1 0.0
H 1.547 1.530 4.859 -0.1 0.1 0.0
H 0.447 0.841 3.668 -0.1 0.1 0.0
H 1.779 -0.586 6.005 0.0 -0.1 0.0
H -0.546 0.820 6.073 -0.1 0.1 0.1
H -0.287 -0.625 7.041 -0.1 0.1 0.1
H -1.414 -2.034 5.441 -0.1 0.0 0.0
H -1.779 0.407 3.817 0.0 -0.1 -0.2
H -0.210 -1.442 0.364 0.0 -0.2 0.0
H -3.125 0.529 1.862 0.1 -0.1 0.0
H -3.394 2.928 1.742 0.1 0.0 -0.1
H -1.923 2.991 0.773 -0.1 0.0 0.1
H -1.293 3.000 -1.402 0.2 0.0 0.1
H -3.113 2.747 -3.832 -0.1 0.0 0.0
H -3.266 3.980 -2.583 -0.1 0.0 0.0
H -0.831 3.600 -4.386 0.1 0.0 -0.1
H -0.990 4.835 -3.137 0.1 0.1 0.0
H -2.047 4.866 -4.547 0.0 0.1 -0.1

---

Entry 3:
62
Properties=species:S:1:pos:R:3:forces:R:3 method="wB97M-V/def2-TZVPD" total_charge=0 homo_energy_ev=-9.09 smiles="CCCO[C@@H]1CCCN(C(=O)CCc2nnc(CCCCc3ccccc3)o2)C1" spin_multiplicity=1 largest_force_ha_per_bohr=0.028 lumo_energy_ha=0.031
C 0.275 2.115 5.189 0.1 -0.2 0.1
C 0.306 0.592 5.234 0.1 0.2 -0.4
C 0.235 -0.015 3.831 -0.2 -0.2 0.4
O 1.264 0.411 2.956 0.2 0.1 -0.2
C 2.582 -0.017 3.234 0.5 0.0 0.1
C 3.487 0.689 2.219 -0.4 0.0 0.1
C 3.124 0.228 0.810 0.2 -0.1 0.1
C 3.155 -1.298 0.701 0.0 0.3 -0.4
N 2.350 -1.916 1.732 0.4 0.1 0.3
C 1.204 -2.620 1.598 -0.1 -0.4 -0.4
O 0.632 -3.098 2.563 -0.4 -0.1 0.2
C 0.607 -2.747 0.207 0.0 0.0 0.2
C -0.223 -1.477 -0.051 0.0 -0.1 -0.1
C -0.479 -1.268 -1.492 0.4 0.2 -0.2
N 0.391 -1.054 -2.424 0.5 -0.2 1.3
N -0.293 -0.919 -3.582 -0.8 0.1 -1.1
C -1.546 -1.059 -3.303 0.4 -0.1 -0.4
C -2.709 -0.942 -4.211 -0.3 0.1 0.3
C -3.393 0.413 -3.982 0.1 0.0 -0.2
C -2.520 1.579 -4.459 -0.2 0.1 0.1
C -2.602 2.787 -3.516 0.1 -0.1 -0.2
C -1.915 2.497 -2.211 -0.1 0.1 0.0
C -0.527 2.456 -2.156 0.0 0.0 0.0
C 0.128 2.180 -0.970 0.1 0.0 0.0
C -0.596 1.932 0.185 0.0 0.0 0.1
C -1.979 1.956 0.138 0.0 0.0 0.1
C -2.633 2.239 -1.050 0.0 0.0 0.0
O -1.737 -1.286 -1.983 -0.2 0.0 0.0
C 2.766 -1.538 3.065 -0.4 0.2 0.4
H 0.374 2.532 6.189 0.0 0.1 0.1
H 1.091 2.488 4.574 0.1 0.1 0.0
H -0.661 2.462 4.759 -0.1 0.1 -0.1
H -0.545 0.215 5.803 0.0 -0.1 0.0
H 1.214 0.254 5.739 0.0 -0.1 0.1
H -0.680 0.326 3.337 0.0 -0.1 0.1
H 0.200 -1.109 3.893 0.0 0.1 -0.1
H 2.877 0.264 4.257 0.0 0.0 -0.1
H 3.352 1.768 2.302 0.1 0.0 0.1
H 4.527 0.450 2.446 0.1 0.0 0.0
H 2.121 0.584 0.578 0.0 0.0 -0.1
H 3.817 0.652 0.082 0.0 0.0 -0.1
H 2.818 -1.593 -0.290 0.1 -0.1 0.0
H 4.187 -1.649 0.837 -0.1 0.0 -0.1
H 1.361 -2.870 -0.567 0.0 0.0 0.0
H -0.043 -3.623 0.204 0.1 0.0 0.0
H 0.318 -0.608 0.327 -0.1 0.0 0.0
H -1.177 -1.539 0.473 0.1 0.1 0.1
H -3.408 -1.752 -3.995 0.0 0.0 -0.1
H -2.359 -1.028 -5.240 0.0 -0.1 0.0
H -4.353 0.420 -4.501 0.0 0.0 0.1
H -3.592 0.514 -2.913 -0.1 0.0 0.0
H -2.822 1.880 -5.463 0.1 0.0 -0.1
H -1.479 1.251 -4.512 0.0 0.1 -0.1
H -3.649 3.047 -3.344 0.0 0.1 0.0
H -2.114 3.639 -3.995 -0.1 0.1 0.0
H 0.047 2.647 -3.052 0.1 0.0 -0.1
H 1.208 2.164 -0.951 0.1 0.0 0.0
H -0.087 1.727 1.116 0.1 0.0 0.1
H -2.555 1.760 1.032 0.0 0.0 0.1
H -3.714 2.271 -1.071 -0.1 0.0 0.0
H 2.163 -2.099 3.780 0.2 0.0 -0.1
H 3.820 -1.788 3.215 0.0 0.0 0.0

---

Entry 4:
59
Properties=species:S:1:pos:R:3:forces:R:3 method="wB97M-V/def2-TZVPD" total_charge=+2 homo_energy_ev=-14.06 spin_multiplicity=1 largest_force_ha_per_bohr=0.021 lumo_energy_ha=-0.271
W -0.188 0.032 -0.030 0.0 0.5 -0.9
O 3.916 -0.659 -0.516 0.0 0.0 -0.2
S 2.747 -1.474 -0.460 -0.6 0.2 0.4
O 1.952 -1.745 -1.623 -0.1 -0.1 0.0
N 1.648 -0.656 0.613 0.4 -0.4 -0.3
C 2.137 -0.412 1.920 0.0 0.0 0.1
C 3.348 -0.720 2.489 0.0 0.1 -0.1
C 3.585 -0.427 3.852 0.0 0.0 0.1
C 2.649 0.174 4.642 0.0 0.0 0.0
C 1.400 0.530 4.078 0.0 0.0 -0.1
C 0.364 1.186 4.765 0.0 0.0 0.0
C -0.795 1.518 4.101 0.0 0.0 0.0
C -0.930 1.195 2.755 0.1 0.0 0.1
N 0.030 0.558 2.082 -0.2 -0.1 0.2
C 1.185 0.233 2.723 -0.2 -0.2 0.0
C 3.125 -2.996 0.325 0.1 0.0 0.0
C 4.465 -3.341 0.453 0.0 0.0 0.0
C 4.785 -4.578 0.993 0.0 0.0 0.0
C 3.777 -5.439 1.403 0.0 0.0 0.0
C 2.441 -5.082 1.262 0.0 0.0 0.0
C 2.107 -3.858 0.711 0.0 0.0 0.0
H 4.146 -1.168 1.922 0.0 0.0 0.0
H 4.550 -0.687 4.265 0.0 0.0 0.0
H 2.846 0.403 5.680 0.0 0.0 0.0
H 0.491 1.433 5.811 0.0 0.0 0.0
H -1.604 2.034 4.597 0.0 0.0 0.0
H -1.823 1.462 2.209 0.0 0.0 0.0
H 5.237 -2.655 0.133 0.0 0.0 0.0
H 5.822 -4.867 1.092 0.0 0.0 0.0
H 4.032 -6.400 1.828 0.0 0.0 0.0
H 1.662 -5.765 1.573 0.0 0.0 0.0
H 1.071 -3.588 0.564 0.0 0.0 0.0
Cl -4.978 -5.421 -0.657 0.0 0.0 0.0
C -3.992 -4.036 -0.822 -0.1 -0.1 0.0
C -3.064 -3.733 0.172 0.0 0.0 0.0
Cl -2.868 -4.690 1.572 0.0 0.0 0.0
C -2.284 -2.607 -0.014 0.0 0.1 -0.1
Cl -1.097 -2.065 1.142 -0.2 -0.3 0.4
C -2.374 -1.781 -1.115 -0.1 -0.1 0.1
O -1.596 -0.691 -1.170 0.5 0.0 0.2
C -3.311 -2.077 -2.098 0.1 -0.1 0.0
Cl -3.434 -1.044 -3.461 0.0 0.0 0.0
C -4.113 -3.207 -1.948 -0.1 0.0 -0.1
Cl -5.259 -3.582 -3.155 0.0 0.0 0.0
C 1.779 2.735 -3.058 0.0 0.0 0.0
As 0.350 1.477 -2.997 0.2 0.0 -0.4
C -1.334 2.365 -2.885 0.0 0.0 0.1
C 0.349 0.224 -4.431 0.0 0.0 0.1
O 0.729 0.492 -1.619 0.0 0.3 0.2
H 1.632 3.398 -3.910 0.0 0.0 0.0
H 2.723 2.203 -3.151 0.0 0.0 0.0
H 1.764 3.313 -2.135 0.0 0.0 0.0
H -1.444 2.893 -3.835 0.0 0.0 0.0
H -1.345 3.078 -2.066 0.0 0.0 0.0
H -2.133 1.635 -2.775 0.0 0.0 0.0
H 0.136 0.744 -5.364 0.0 0.0 0.0
H -0.432 -0.507 -4.225 0.0 0.0 0.0
H 1.319 -0.265 -4.477 0.0 0.0 0.0
O -0.932 1.549 0.051 -0.1 0.0 0.2